[1]
Density functional theory data (ωB97M-V/def2-TZVPD) for 2 unconnected molecules or ions with the total composition C2H3ClN3O.

Calculated values
2S+1 = 1
F_max = 0.06163 Eh/bohr
charge = -1
energy = -777.60502 Ha
Kohn-Sham gap (alpha / beta) = 7.2647 / 7.2619 eV

Last column: Löwdin charge in e.
Cartesian coordinates (Å):
Cl 0.402 -2.425 3.190  -0.558
O -2.334 1.248 -0.264  -0.110
N -0.189 -0.619 0.828  0.091
N -1.147 0.821 -0.396  -0.140
N 0.817 -0.707 0.118  -0.083
C 0.975 0.038 -0.908  -0.206
C -0.153 0.932 -1.166  -0.152
H -0.288 -1.035 1.829  -0.074
H 1.988 -0.050 -1.317  0.089
H -0.070 1.796 -1.915  0.144

Forces on atoms 1 to 3 (eV/Å):
Cl -0.262 0.365 -0.164
O 2.243 -0.550 -0.419
N -1.528 0.788 -1.601


[2]
Density functional theory data (ωB97M-V/def2-TZVPD) for a gas-phase ion, C2H3ClN3S (charge +1).

Calculated values
2S+1 = 1
structure (SMILES) = [NH+]#S1=C(Cl)NC=N1
F_max = 0.09891 Eh/bohr
charge = +1
energy = -1100.24157 Ha
Kohn-Sham gap (alpha / beta) = 8.1031 / 8.1024 eV

Last column: Löwdin charge in e.
Cartesian coordinates (Å):
Cl 1.029 2.627 1.581  0.893
S -1.226 1.943 -0.386  1.039
N -0.923 0.607 -1.389  -0.118
N 0.828 0.494 0.004  0.038
N -1.658 1.376 1.006  -0.279
C 0.191 0.040 -1.063  -0.219
C 0.302 1.668 0.433  -0.847
H 0.457 -0.716 -1.696  0.126
H 1.802 0.066 0.324  0.256
H -2.470 0.665 0.987  0.110

Forces on atoms 1 to 3 (eV/Å):
Cl -0.291 -0.245 -0.306
S -0.350 -0.002 -1.477
N 0.501 0.533 -0.503


[3]
Density functional theory data (ωB97M-V/def2-TZVPD) for 2 unconnected molecules or ions with the total composition C2H3ClNOP.

Calculated values
2S+1 = 1
F_max = 0.04668 Eh/bohr
charge = 0
energy = -1009.48945 Ha
Kohn-Sham gap = 9.3881 eV

Last column: Löwdin charge in e.
Cartesian coordinates (Å):
Cl 1.422 -2.317 2.193  0.207
P -0.854 0.403 -0.496  0.693
O -2.054 -0.452 -0.561  -0.353
N -1.449 3.325 -0.533  0.107
C -1.142 2.205 -0.564  -0.298
C 0.782 0.030 -0.507  -0.220
H 0.637 -2.864 1.210  -0.162
H 1.092 -1.085 -0.403  0.016
H 1.566 0.758 -0.338  0.011

Forces on atoms 1 to 3 (eV/Å):
Cl -1.312 -0.955 -1.653
P 1.718 0.015 -0.171
O 0.568 0.626 0.020


[4]
Density functional theory data (ωB97M-V/def2-TZVPD) for 2 unconnected molecules or ions with the total composition C2H3ClNOP.

Calculated values
2S+1 = 1
F_max = 0.07680 Eh/bohr
charge = 0
energy = -1009.45190 Ha
Kohn-Sham gap (alpha / beta) = 8.9840 / 7.1106 eV

Last column: Löwdin charge in e.
Cartesian coordinates (Å):
Cl -2.151 -1.738 -0.807  0.280
P -1.088 -0.373 0.315  0.352
O -1.238 -0.552 1.736  -0.396
N -1.675 2.093 -1.094  0.105
C -1.667 1.155 -0.442  -0.400
C 1.985 -0.104 0.068  0.125
H 2.294 0.813 -0.258  -0.028
H 1.874 -0.878 -0.604  -0.044
H 1.666 -0.417 1.084  0.007

Forces on atoms 1 to 3 (eV/Å):
Cl 0.377 0.436 0.231
P 0.534 -0.255 -2.291
O -0.311 0.064 1.862